[1]
Below is a gas-phase ion, H2NO5PS (charge -2) in a non-equilibrium geometry, with properties calculated with ωB97M-V with the def2-TZVPD basis set.

Structure (XYZ):
```
10
Properties=species:S:1:pos:R:3:mulliken_charge:R:1
N -1.58700 -0.32594 0.01664 -0.82
O 0.12551 -1.95335 -1.24392 -0.75
O 2.43180 0.63772 0.03374 -0.72
O 0.25070 -1.70728 1.31704 -0.72
O 0.48513 1.42939 1.20501 -0.74
O 0.53231 1.63885 -1.11242 -0.70
P -0.00252 -1.12572 -0.03701 0.87
S 0.97192 0.75601 -0.02854 0.94
H -2.03819 0.19645 -0.85830 0.26
H -1.16965 0.45388 0.70776 0.38
```

## Properties
Charge ... -2
Structure (SMILES) ... N[P@](=O)([O-])S(=O)(=O)[O-]
HOMO energy ... -0.86 eV
2S+1 ... 1
HOMO-LUMO gap ... 0.279 hartree
ΔE to the lowest compared entry with this formula, charge and spin ... 73.6 kJ/mol


[2]
Below is a molecular structure, C30H45NO2P2Pt in a non-equilibrium geometry, with properties calculated with ωB97M-V with the def2-TZVPD basis set.

Structure (XYZ):
```
81
Properties=species:S:1:pos:R:3:mulliken_charge:R:1
P -0.32254 -2.50413 -2.77953 0.34
P 0.55657 0.40212 -3.74985 0.94
C -0.24611 -2.12905 -4.63798 -1.05
C 0.76576 -1.01339 -4.91700 -0.92
H -1.29105 -1.80448 -4.80495 0.56
H -0.03744 -3.00227 -5.27640 0.61
H 1.80227 -1.37391 -4.81551 0.32
H 0.59979 -0.63136 -5.93614 0.53
C -0.66238 1.44608 -4.69338 -1.21
H -1.09479 2.19451 -4.00594 0.09
H -1.48822 0.82723 -5.07305 0.30
H -0.17797 1.97305 -5.52307 0.64
C 1.98363 1.52061 -4.01580 -1.37
H 1.98769 1.82208 -5.07406 0.45
H 2.91235 0.98606 -3.76706 0.40
H 1.89966 2.41583 -3.38395 0.34
C -1.61635 -3.83564 -2.73539 -1.21
H -1.38853 -4.60648 -1.98015 0.44
H -1.77116 -4.30905 -3.72036 0.38
H -2.48802 -3.23246 -2.45104 0.29
C 2.21934 -3.84639 -3.79522 -1.12
H 2.65957 -2.91756 -4.18144 0.26
H 1.49459 -4.19516 -4.56035 0.22
H 3.01184 -4.58778 -3.60460 0.46
Pt 1.27464 -3.57955 -2.00224 0.39
C -1.73806 3.93867 -1.98974 -0.12
C -2.88558 3.27409 -1.81666 -0.01
C -3.46616 2.29314 -2.78919 -0.69
C -2.85712 0.83080 -2.75993 -0.89
C -1.57982 0.61032 -2.01304 0.20
C -0.37820 1.39830 -1.96138 -0.56
C 0.17773 2.54139 -1.14740 -0.29
C -0.60587 3.86433 -1.00645 -0.63
C 0.98253 -3.85825 0.03703 -0.79
H -1.47441 4.56149 -2.85005 0.32
H -3.49196 3.44744 -0.92262 0.45
H -3.39086 2.70907 -3.80814 0.37
H -4.53875 2.21704 -2.53202 0.37
H -3.63855 0.17974 -2.31336 0.62
H -2.81872 0.50534 -3.82269 0.16
H -1.62055 -0.22844 -1.31131 0.33
H 0.35332 0.58573 -1.60177 0.42
H 1.19255 2.77397 -1.50509 0.41
H 0.33593 2.11837 -0.14315 -0.30
H -0.90086 3.96077 0.05314 0.42
H 0.11853 4.67645 -1.16078 0.30
H 1.02784 -2.90365 0.57195 -0.05
H 1.78299 -4.53253 0.38338 0.50
H 0.01012 -4.30937 0.25133 0.29
C 3.74413 0.94542 6.06745 -1.57
C 2.80562 -0.20289 5.80992 0.60
C 2.84413 -1.31460 6.65327 -0.72
C 1.99984 -2.40976 6.44498 -0.81
C 1.05049 -2.35762 5.43400 -0.74
C 0.94051 -1.20201 4.65166 -0.10
N -0.12942 -1.08724 3.77340 0.42
C -0.96263 0.01405 3.64052 -0.19
C -1.18990 0.94768 4.66554 -0.44
C -1.93270 2.09513 4.39600 -0.75
C -2.53344 2.26602 3.14244 -0.54
C -2.35426 1.30037 2.13702 -0.43
C -1.49651 0.23602 2.36536 0.92
C -0.94137 -0.65654 1.26813 -0.10
O -1.70542 -1.54585 0.81084 -0.71
O 0.25430 -0.39551 0.93901 -0.67
C 1.90471 -0.16979 4.74148 1.43
C 1.93608 0.94216 3.74769 -0.96
H 4.43090 1.12478 5.22903 0.34
H 3.20162 1.88215 6.25618 0.32
H 4.35417 0.73647 6.95300 0.40
H 3.56291 -1.31632 7.47729 0.38
H 2.08460 -3.29545 7.07527 0.40
H 0.34152 -3.17314 5.26814 0.49
H -0.44500 -1.93207 3.30467 0.35
H -0.75890 0.76497 5.65218 0.53
H -2.05911 2.84986 5.17481 0.43
H -3.13399 3.15084 2.93242 0.43
H -2.84145 1.38723 1.16265 0.60
H 2.95757 1.30652 3.60360 0.54
H 1.54966 0.63863 2.76875 -0.05
H 1.34209 1.79735 4.09572 0.30
```

## Properties
Charge ... +2
HOMO energy (spin up / spin down) ... -12.38 / -12.82 eV
2S+1 ... 5
Expectation value of S² ... 6.10
HOMO-LUMO gap (spin up / spin down) ... 0.178 / 0.127 hartree
ΔE to the lowest compared entry with this formula, charge and spin ... 78.9 kJ/mol


[3]
Below is 8 unconnected molecules or ions with the total composition C32H48O16 in a non-equilibrium geometry, with properties calculated with ωB97M-V with the def2-TZVPD basis set.

Structure (XYZ):
```
96
Properties=species:S:1:pos:R:3:mulliken_charge:R:1
O 11.40250 18.68015 1.65237 -0.64
C 11.51490 18.36390 0.51721 0.47
O 10.54570 17.84510 -0.20123 -0.03
C 11.04804 17.56265 -1.43956 0.18
C 12.14764 18.62032 -1.61907 -0.59
C 12.69814 18.61906 -0.29375 -0.22
H 10.40412 17.70193 -2.30793 0.37
H 11.46725 16.55971 -1.35915 -0.63
H 11.70167 19.54394 -1.98804 0.39
H 12.89077 18.09998 -2.22332 0.30
H 13.01666 19.58757 0.09181 0.34
H 13.50085 17.92210 -0.05294 -0.15
O 15.09434 18.26442 3.71831 -0.65
C 14.05931 17.69282 3.99907 0.44
O 13.00968 18.36765 4.61372 -0.39
C 11.83061 17.50092 4.80672 -0.35
C 12.32813 16.18238 4.58678 -0.59
C 13.59233 16.33849 3.74985 0.76
H 11.01209 17.82112 4.16205 0.12
H 11.58806 17.73166 5.84404 0.33
H 11.53533 15.52524 4.22938 0.13
H 12.55656 15.61412 5.48845 0.32
H 13.28350 16.35580 2.70465 -0.84
H 14.40225 15.67140 4.04504 0.50
O 17.11537 8.01228 -4.35606 -0.58
C 16.10389 8.38010 -3.83404 0.46
O 14.85347 8.33093 -4.40287 -0.39
C 13.77015 8.64154 -3.55465 -0.16
C 14.46318 8.90897 -2.14966 -0.36
C 15.95881 8.83730 -2.38733 0.09
H 13.03146 7.84005 -3.54797 0.29
H 13.25363 9.52638 -3.92663 0.10
H 14.00875 8.36425 -1.32209 0.46
H 14.21851 9.91822 -1.81852 -0.03
H 16.52915 8.19881 -1.71269 0.40
H 16.40017 9.83392 -2.37953 -0.24
O 21.70108 13.26993 -5.03416 -0.64
C 20.67382 12.73137 -4.61392 0.56
O 20.78971 11.66626 -3.85784 -0.39
C 19.53271 10.96442 -3.65387 -0.43
C 18.55554 11.96043 -4.26508 0.48
C 19.26830 13.04379 -5.01471 -0.51
H 19.37011 10.83977 -2.58330 0.27
H 19.79298 9.98928 -4.06552 0.20
H 18.03463 12.29149 -3.36666 -0.45
H 18.02727 11.28494 -4.93795 0.34
H 18.97456 14.05406 -4.72980 0.29
H 18.97723 12.93044 -6.05900 0.26
O 11.70981 15.17178 1.00714 -2.03
C 10.54922 14.92296 1.45672 3.37
O 10.37801 13.77791 2.07023 -0.25
C 9.05990 13.52946 2.50122 -1.50
C 8.30183 14.66322 1.79532 -1.53
C 9.28586 15.77119 1.61894 -0.12
H 8.99041 13.47954 3.58786 0.52
H 8.69401 12.59269 2.08089 0.53
H 7.43883 14.96805 2.38726 0.32
H 7.95556 14.39293 0.79775 0.81
H 9.33886 16.47614 2.44860 0.11
H 9.01040 16.44488 0.80755 -0.13
O 14.08777 11.98452 -4.66653 -0.60
C 13.34660 12.67706 -3.99818 0.78
O 12.35375 12.29064 -3.03735 0.24
C 11.53902 13.40500 -2.78072 -1.76
C 11.96719 14.52070 -3.74816 0.44
C 13.31644 14.27097 -4.18106 -0.80
H 11.69003 13.58383 -1.71615 0.63
H 10.57288 12.99674 -3.07736 0.05
H 11.79401 15.44845 -3.20282 -0.31
H 11.18157 14.52791 -4.50371 0.44
H 14.02175 14.68251 -3.45907 0.10
H 13.39069 14.72077 -5.17114 0.44
O 21.13150 11.14352 5.24805 -0.67
C 20.74434 12.21782 4.70350 0.57
O 20.40945 12.15281 3.45013 -0.28
C 20.01262 13.41512 2.95658 0.02
C 19.63112 14.26311 4.22449 -0.49
C 20.67655 13.66555 5.18427 -0.45
H 19.20505 13.46181 2.22601 -0.04
H 20.77330 13.94027 2.37891 0.18
H 18.70454 14.09681 4.77393 0.28
H 19.72337 15.34892 4.19994 0.34
H 20.40972 13.71710 6.23985 0.30
H 21.63416 14.17183 5.06278 0.24
O 17.37295 14.83400 1.77274 -0.66
C 16.58797 14.34853 0.96763 0.39
O 16.98997 13.71084 -0.06280 -0.23
C 15.92289 13.12938 -0.78878 -0.30
C 14.86173 14.22270 -0.49221 0.54
C 15.10265 14.56542 0.89951 -0.09
H 15.66362 12.12462 -0.45513 -0.06
H 16.15086 12.97993 -1.84414 0.14
H 13.84119 13.84397 -0.54849 -0.22
H 14.93367 15.04988 -1.19839 0.06
H 14.53887 13.89095 1.54398 0.25
H 14.88581 15.61119 1.11736 -0.14
```

## Properties
Charge ... -1
HOMO energy (spin up / spin down) ... 0.11 / -8.22 eV
2S+1 ... 2
Expectation value of S² ... 0.75
HOMO-LUMO gap (spin up / spin down) ... 0.071 / 0.375 hartree


[4]
Below is 2 unconnected molecules or ions with the total composition C6H15NO in a non-equilibrium geometry, with properties calculated with ωB97M-V with the def2-TZVPD basis set.

Structure (XYZ):
```
23
Properties=species:S:1:pos:R:3:mulliken_charge:R:1
C 0.01884 0.14265 -2.37305 -1.66
C -0.66980 -0.03972 -0.98587 -0.18
C 0.00354 -0.61063 0.24067 0.38
C 1.31051 -0.84654 0.42092 -0.21
N 2.38283 -0.70911 -0.49107 -0.64
C -0.90593 -0.81861 1.45092 -0.69
C -2.38326 -0.38358 1.45701 -1.10
H 0.56532 1.06693 -2.62450 0.28
H 0.66450 -0.69320 -2.54705 0.51
H -0.74382 0.20196 -3.14789 0.35
H -0.94838 0.95062 -0.57422 0.34
H -1.72137 -0.33854 -1.16886 0.39
H 1.66115 -1.23116 1.36888 0.36
H 3.08800 -0.01141 -0.28060 0.25
H 2.07415 -0.42376 -1.40153 0.18
H -0.91062 -1.91179 1.62111 0.28
H -0.33444 -0.38294 2.27904 0.31
H -2.62700 -0.03275 2.46887 0.33
H -3.06793 -1.21349 1.26543 0.27
H -2.48459 0.39952 0.70385 0.28
H 0.98705 2.34380 1.06950 0.29
H 2.12766 2.47869 0.20675 0.30
O 1.91360 2.06306 1.04166 -0.62
```

## Properties
Structure (SMILES) ... CCC(=CN)CC.O
HOMO energy ... -7.61 eV
2S+1 ... 1
HOMO-LUMO gap ... 0.302 hartree
ΔE to the lowest compared entry with this formula, charge and spin ... 231.4 kJ/mol